Record 1
ORCA calculation (ωB97M-V/def2-TZVPD) on 2 unconnected molecules or ions with the total composition C7H11N2O2.

The spin multiplicity is 2. The energy above the lowest of the compared OMol25 structures with the same formula, charge and spin comes out at 0.740 eV. The charge is -2. The value obtained for the strongest force on any atom is 1.88 eV Å⁻¹. The calculation puts the HOMO energy (spin up / spin down) at 0.149 / -0.066 hartree. The LUMO energy (spin up / spin down) is 6.269 / 6.065 eV. The total energy is -533.23756 Eh.

XYZ file:
```
22
Properties=species:S:1:pos:R:3:forces:R:3
C -0.78742 1.93422 3.37134 1.2100 -0.1804 -0.2984
C -0.70341 2.01862 1.84048 -1.4545 -0.2147 -1.1645
O -1.23848 1.03201 1.25353 0.0515 0.4624 0.6379
O -0.22689 3.01936 1.26409 0.2668 0.1845 0.6796
H -0.16723 1.05990 3.60572 -0.0146 0.2278 0.3725
H -1.77191 1.72721 3.74178 -0.6997 -0.1485 -0.1122
H -0.41183 2.83402 3.83924 0.2808 0.1929 0.2195
C 1.39068 -1.82276 -1.46534 -0.3795 -0.9381 -1.1024
C 1.65897 -2.16112 0.00490 0.1163 0.1338 -0.3448
C 0.24107 -0.92037 -1.78466 1.1664 0.3485 1.1844
C -0.63797 -0.45581 -0.86655 -1.0968 0.6835 -1.3178
C -0.86365 0.59326 -2.82682 0.1187 -0.4235 1.0486
N 0.14553 -0.22494 -2.97330 -0.5722 -0.2379 -0.6790
N -1.41481 0.50009 -1.54883 0.7757 0.0153 -1.0540
H 2.26790 -1.50473 -2.04708 -0.1163 0.2469 0.4709
H 1.15090 -2.78650 -1.95311 0.2143 -0.0007 0.0908
H 0.99103 -2.99257 0.29879 0.5548 0.0990 0.0369
H -0.86762 -0.70169 0.14448 0.2460 0.0378 0.2280
H -1.25798 1.22379 -3.62480 0.1214 0.0213 0.4655
H -1.70066 1.35390 -1.09065 -0.3226 -0.2893 0.5387
H 1.46571 -1.35573 0.71046 -0.0938 0.3356 -0.1434
H 2.73807 -2.37015 0.10633 -0.3725 -0.5563 0.2431
```
Forces are in eV/Å.

Results of the Löwdin charge analysis, in e, for atoms 1 through 2: C -0.08; C -0.78



Record 2
ORCA calculation (ωB97M-V/def2-TZVPD) on C6H9NO in the gas phase.

The energy above the lowest of the compared OMol25 structures with the same formula, charge and spin comes out at 1.817 eV. The value obtained for the strongest force on any atom is 0.95 eV Å⁻¹. The calculation puts the HOMO energy at -0.347 hartree. The LUMO energy is 0.826 eV. The total energy is -363.95746 Eh.

XYZ file:
```
17
Properties=species:S:1:pos:R:3:forces:R:3
C -1.80134 -1.82704 -0.85429 0.1086 0.0719 0.4690
C -1.23764 -1.27911 0.05089 -0.4058 -0.3575 -0.4105
C -0.49914 -0.51524 1.04691 0.2963 -0.0448 -0.1015
N 0.08680 0.66827 0.44168 -0.5139 0.2652 0.6458
C -0.74906 1.85477 0.42806 -0.1301 0.0394 -0.2080
C 1.03218 0.56439 -0.52396 0.7640 0.3234 -0.4626
C 1.83903 -0.71287 -0.55970 0.1692 0.1870 -0.2779
O 1.27779 1.49689 -1.27588 -0.0873 -0.3141 0.1657
H -2.33192 -2.35054 -1.60109 -0.1317 -0.1226 -0.2957
H 0.28137 -1.13717 1.49071 -0.1101 0.0424 0.0778
H -1.18398 -0.20310 1.83060 0.0960 0.0402 0.1755
H -1.22601 1.98356 1.39748 0.0539 -0.0344 0.0602
H -0.12436 2.71193 0.20656 -0.0343 0.0873 -0.0208
H -1.52653 1.77990 -0.34126 0.0403 0.0651 0.0413
H 1.21648 -1.59797 -0.57445 -0.0803 -0.1958 0.0059
H 2.44148 -0.68346 -1.46544 -0.0098 -0.0234 0.0836
H 2.50487 -0.75321 0.30316 -0.0250 -0.0294 0.0523
```
Forces are in eV/Å.

Results of the Löwdin charge analysis, in e, for atoms 1 through 2: C 0.13; C -0.12



Record 3
ORCA calculation (ωB97M-V/def2-TZVPD) on a molecular structure, C43H43As2GeNO10Zr.

The energy above the lowest of the compared OMol25 structures with the same formula, charge and spin comes out at 1.080 eV. The value obtained for the strongest force on any atom is 3.73 eV Å⁻¹. The calculation puts the HOMO energy at -0.264 hartree. The LUMO energy is -1.141 eV. The total energy is -9066.89990 Eh.

XYZ file:
```
101
Properties=species:S:1:pos:R:3:forces:R:3
Zr -0.58861 0.25241 -0.02115 -1.0146 2.4468 2.6247
C 1.59956 2.75194 1.63925 -0.0161 -0.0752 -0.0931
O 1.73029 1.46102 0.98079 0.1036 0.0075 0.2743
C 2.80966 0.71256 1.40274 -0.4674 -0.0389 -0.5488
O 3.49971 1.05038 2.30470 0.4713 0.0907 0.4467
C 2.86856 -0.57115 0.61557 -0.2734 0.4745 -0.1293
C 3.55712 -1.62862 1.03174 0.3527 -0.3583 0.3108
As 2.92609 -3.47230 0.82873 0.1226 -0.0882 -0.1663
C 4.27244 -4.32082 -0.31019 0.0180 0.0600 -0.0831
C 1.35551 -3.33896 -0.36153 0.3626 0.0167 0.1535
C 0.80397 -2.20504 -0.78287 -0.3380 -0.0444 -0.3267
As 1.81840 -0.52425 -1.02364 0.4982 -0.6715 0.1775
C 3.06256 -1.24896 -2.31775 -0.0073 0.2926 -0.1617
C -0.57754 -2.04407 -1.49778 0.4251 -0.1665 -0.0764
O -0.73217 -0.72842 -1.84180 -0.2227 -0.5364 -0.6446
O -0.56647 -2.93021 -2.56204 -0.3823 -0.0851 -0.1815
C -1.71573 -2.83298 -3.40875 0.1332 0.0178 -0.0575
C 0.87497 -4.73432 -0.69325 -0.3058 0.2145 0.1293
O 1.25315 -5.25598 -1.70068 0.0989 -0.1002 -0.0120
O 0.10129 -5.40726 0.17300 -0.0430 0.0902 0.3178
C -0.24952 -4.82996 1.44600 0.0121 -0.0364 -0.2562
C 4.72473 -1.50353 1.98430 -0.3358 -0.2583 0.1626
O 5.61417 -0.72015 1.85072 0.2846 0.2127 -0.2491
O 4.71249 -2.46885 2.91611 -0.0436 -0.0848 0.1335
C 5.82530 -2.45122 3.83008 -0.0500 0.0114 -0.0321
H 0.54073 2.98294 1.62783 -0.1048 0.0020 -0.0578
H 2.17606 3.48537 1.07735 0.0187 -0.0162 -0.0289
H 1.97322 2.69637 2.65194 0.0420 -0.0964 0.1342
H 5.20205 -4.33853 0.25785 -0.0062 -0.0150 0.0029
H 4.42573 -3.79917 -1.24966 0.0328 -0.0208 0.0037
H 3.95874 -5.34254 -0.51498 -0.0359 0.0093 0.0301
H 3.43564 -2.20700 -1.98475 0.0396 -0.0952 0.0705
H 3.87095 -0.53897 -2.46472 0.1005 0.0339 -0.0301
H 2.50632 -1.36813 -3.24365 -0.0191 -0.0373 -0.0920
H -2.59966 -3.25467 -2.92459 -0.0147 -0.0074 0.0465
H -1.48808 -3.41532 -4.29690 0.0086 -0.0245 0.0177
H -1.90472 -1.79641 -3.69012 0.0305 0.0063 0.0076
H -0.92469 -5.53890 1.91251 -0.0548 -0.0594 -0.0321
H -0.75076 -3.87206 1.33081 0.0991 -0.0934 0.0089
H 0.62253 -4.70388 2.07846 0.1788 -0.0299 0.0476
H 5.77228 -3.38535 4.37774 -0.0361 -0.0325 0.0208
H 5.73676 -1.60552 4.50798 -0.0375 0.0552 0.0059
H 6.76459 -2.37279 3.29025 0.0160 -0.0168 -0.0663
C -1.77499 1.82802 0.79220 0.4019 -1.3561 -1.5363
Ge -2.34412 2.52784 -0.88427 0.0260 0.5849 -0.5026
C -3.88798 1.82357 -1.89627 -0.1058 -0.1178 0.1712
C -3.90234 0.50730 -2.37024 -0.1699 0.1720 -0.0947
C -5.01376 -0.00712 -3.02991 0.0453 0.0322 0.0245
C -6.13955 0.78595 -3.21906 0.0275 0.0073 -0.0022
C -6.14586 2.09196 -2.74784 0.0388 0.0070 0.0038
C -5.02993 2.60285 -2.09089 -0.0028 -0.0770 -0.0083
C -2.46060 4.48529 -1.03596 -0.0477 0.0949 0.1399
C -2.76185 5.10624 -2.25034 0.0501 0.0907 0.0501
C -2.76584 6.49281 -2.35683 0.0160 -0.0842 0.0405
C -2.45917 7.27603 -1.24807 0.0002 -0.0359 -0.0167
C -2.15046 6.67042 -0.03714 0.0033 -0.0316 -0.0161
C -2.15391 5.28171 0.06555 -0.0508 0.0400 -0.0633
C -0.71532 2.22481 -2.02906 0.1418 0.0107 -0.0199
C 0.47683 2.76509 -1.52855 -0.1632 0.1837 -0.3055
C 1.66269 2.73212 -2.26080 -0.0537 0.0582 -0.0008
C 1.67258 2.14283 -3.51142 0.0130 -0.0314 -0.0499
C 0.49403 1.61541 -4.04060 -0.0207 0.0268 -0.0428
C -0.68383 1.66645 -3.31431 0.0341 0.0728 0.0670
H -2.59731 1.65973 1.48623 0.0531 0.1112 0.3093
H -3.02703 -0.11314 -2.24009 0.0786 -0.1007 0.0367
H -5.00509 -1.02852 -3.39935 0.0194 0.0689 0.0213
H -7.00587 0.38684 -3.73540 0.0466 0.0303 0.0399
H -7.02155 2.71541 -2.89414 0.0565 -0.0315 0.0256
H -5.04903 3.62380 -1.72360 -0.0251 -0.0365 -0.0293
H -2.98912 4.50119 -3.12565 0.0076 0.0639 0.0695
H -3.00394 6.96453 -3.30388 0.0144 -0.0251 0.0409
H -2.45871 8.35746 -1.33274 -0.0006 -0.0696 0.0138
H -1.90596 7.27908 0.82666 -0.0221 -0.0283 -0.0373
H -1.91741 4.80185 1.01236 -0.0049 0.0413 -0.0477
H 0.43464 3.31289 -0.59841 0.1002 -0.0626 0.1540
H 2.56607 3.18044 -1.86317 -0.0175 -0.0046 0.0237
H 2.58822 2.11740 -4.09298 -0.0523 -0.0132 0.0196
H 0.49651 1.18143 -5.03513 0.0040 0.0242 0.0595
H -1.59898 1.28453 -3.75180 0.0289 -0.0952 0.0299
C -3.35180 -3.60891 0.54787 0.0494 0.0077 -0.0554
O -2.24609 -3.47269 -0.38392 -0.1591 -0.2314 -0.0264
C -1.75613 -2.27742 -0.51204 -0.2138 -0.1311 -0.2801
O -2.20416 -1.30514 0.08520 -0.1387 -0.3142 0.1280
H -3.60241 -4.66245 0.54445 0.0151 -0.0426 -0.0292
H -4.18953 -3.00476 0.21316 -0.0271 0.0365 -0.0534
H -3.04449 -3.28140 1.53789 0.0399 0.0168 0.0186
C -0.42093 -0.89111 2.01049 0.6373 0.2466 0.2573
C 0.39937 -0.50939 3.19215 -0.0641 -0.0709 -0.0903
C 1.39719 -1.35766 3.68662 0.0242 0.0446 -0.0050
C 2.16272 -1.02329 4.78903 0.0798 -0.0726 -0.0159
C 1.94332 0.18337 5.44539 0.0797 0.0828 0.0881
C 0.93562 1.03262 4.98606 -0.0132 0.0835 0.0080
C 0.17920 0.68943 3.88102 0.0640 0.0462 0.0203
C 2.75266 0.55324 6.58058 -0.0794 -0.0262 -0.0492
N 3.39804 0.84659 7.48771 -0.0777 -0.0527 -0.1340
H -1.47398 -0.75869 2.25919 -0.2059 0.0478 -0.0071
H -0.24952 -1.94716 1.80599 -0.0861 -0.1516 -0.0499
H 1.56269 -2.31256 3.20206 0.0394 -0.0460 -0.0095
H 2.92868 -1.70044 5.15093 -0.0504 0.0422 -0.0469
H 0.75668 1.96839 5.50168 -0.0115 -0.0232 -0.0166
H -0.59678 1.35823 3.52775 -0.0128 0.0348 -0.0204
```
Forces are in eV/Å.

Results of the Löwdin charge analysis, in e, for atoms 1 through 2: Zr 1.46; C -0.03



- What is the formula in the second record?
  C6H9NO